{
  "formula": "C3H12NO2S",
  "method": "ωB97M-V with the def2-TZVPD basis set",
  "molar_mass_g_mol": 126.201,
  "de_lowest_kcal_mol": 146.7,
  "homo_energy_ev": -14.310,
  "total_charge": 1,
  "largest_force_ev_per_a": 1.4,
  "gap_ev": 4.92,
  "symbols": ["C", "O", "C", "C", "S", "N", "H", "H", "H", "H", "H", "H", "H", "H", "H", "H", "H", "H", "O"],
  "coordinates": [[0.029, 2.052, -0.949], [1.021, 2.646, -1.753], [0.617, 0.712, -0.482], [-0.379, -0.025, 0.388], [0.226, -1.643, 0.665], [1.828, 0.889, 0.260], [-0.948, 1.961, -1.428], [-0.093, 2.716, -0.096], [0.646, 3.031, -2.560], [0.772, 0.154, -1.424], [-1.460, 0.026, 0.155], [-0.547, 0.469, 1.384], [0.389, -5.838, 3.164], [-0.062, -5.827, 2.601], [1.894, 0.100, 0.911], [2.686, 1.017, -0.264], [-3.654, -2.109, 0.563], [-2.138, -1.845, 0.791], [-2.955, -1.447, 0.525]],
  "forces_ev_per_angstrom": [[0.3, 1.1, -0.3], [-0.3, -0.1, -0.5], [0.1, 0.2, -0.4], [0.5, -0.3, 0.8], [-0.7, 0.9, -0.4], [-0.9, -1.0, 0.2], [0.2, -0.3, -0.2], [-0.2, -0.2, 0.5], [0.1, -0.2, 0.3], [0.1, -0.1, 0.1], [0.0, -0.5, -0.4], [0.6, 0.0, 0.1], [0.5, 0.0, 0.6], [-0.5, 0.0, -0.6], [0.5, 0.5, 0.3], [-0.1, 0.2, -0.1], [0.1, 0.0, 0.1], [0.2, -0.9, 0.4], [-0.6, 0.7, -0.4]],
  "nbo_charge": [-0.055, -0.688, -0.105, -0.712, 0.551, -0.636, 0.202, 0.206, 0.502, 0.227, 0.373, 0.342, 0.012, -0.011, 0.369, 0.418, 0.503, 0.457, -0.954]
}

=====

{
  "formula": "C3H12NO3",
  "method": "ωB97M-V with the def2-TZVPD basis set",
  "molar_mass_g_mol": 110.133,
  "de_lowest_kcal_mol": 4.8,
  "homo_energy_ev": -3.842,
  "total_charge": -1,
  "largest_force_ev_per_a": 0.7,
  "gap_ev": 8.00,
  "symbols": ["C", "C", "C", "O", "N", "H", "H", "H", "H", "H", "H", "H", "H", "H", "H", "O", "H", "H", "O"],
  "coordinates": [[-0.818, -1.638, 0.869], [-1.587, -0.402, 0.343], [-0.844, 0.943, 0.434], [0.321, 1.012, -0.283], [0.605, -1.698, 0.602], [-1.254, -2.537, 0.404], [-0.981, -1.722, 1.955], [-1.953, -0.580, -0.662], [-2.480, -0.314, 0.983], [-0.698, 1.102, 1.519], [-1.589, 1.694, 0.077], [1.039, -0.890, 1.040], [0.752, -1.567, -0.391], [0.406, 0.109, -1.676], [1.698, -0.221, -2.454], [0.767, -0.452, -2.424], [1.532, 2.012, -0.366], [2.790, 2.464, 0.411], [2.295, 2.684, -0.384]],
  "forces_ev_per_angstrom": [[-0.4, 0.0, -0.3], [-0.1, -0.3, 0.7], [-0.1, -0.1, -0.4], [-0.2, -0.3, -0.2], [0.4, -0.2, 0.5], [-0.1, 0.1, 0.3], [0.1, 0.0, -0.2], [0.1, 0.0, -0.4], [-0.1, 0.0, -0.2], [0.1, 0.3, 0.2], [0.1, 0.1, 0.3], [0.0, 0.0, -0.3], [0.1, 0.1, -0.1], [0.3, 0.3, 0.3], [0.0, 0.1, 0.1], [-0.2, -0.3, -0.3], [-0.2, 0.4, 0.1], [0.0, 0.0, -0.1], [0.1, -0.2, 0.0]],
  "nbo_charge": [-0.208, -0.439, -0.020, -0.974, -0.856, 0.165, 0.158, 0.182, 0.172, 0.099, 0.112, 0.359, 0.377, 0.511, 0.454, -1.026, 0.519, 0.437, -1.024]
}

=====

{
  "formula": "C3H12NO3",
  "method": "ωB97M-V with the def2-TZVPD basis set",
  "molar_mass_g_mol": 110.133,
  "de_lowest_kcal_mol": 3.5,
  "homo_energy_ev": -3.953,
  "total_charge": -1,
  "largest_force_ev_per_a": 1.2,
  "gap_ev": 8.08,
  "symbols": ["C", "C", "C", "O", "N", "H", "H", "H", "H", "H", "H", "H", "H", "H", "H", "O", "H", "H", "O"],
  "coordinates": [[-0.958, -1.612, 0.988], [-1.535, -0.426, 0.194], [-0.720, 0.877, 0.390], [0.438, 0.911, -0.337], [0.474, -1.885, 0.782], [-1.507, -2.515, 0.752], [-1.091, -1.419, 2.048], [-1.441, -0.700, -0.861], [-2.580, -0.323, 0.479], [-0.529, 0.961, 1.491], [-1.415, 1.711, 0.163], [0.978, -1.165, 1.287], [0.709, -1.641, -0.185], [0.571, 0.070, -1.643], [1.531, -0.242, -2.877], [0.712, -0.522, -2.458], [1.488, 2.142, -0.275], [2.571, 3.046, 0.465], [2.304, 2.732, -0.402]],
  "forces_ev_per_angstrom": [[0.4, 0.4, -0.3], [1.1, -0.5, 0.1], [-0.4, -0.2, 0.2], [-0.1, 0.2, 0.1], [0.0, 0.3, -0.2], [-0.3, -0.3, -0.1], [-0.1, 0.0, 0.4], [-0.4, 0.2, -0.1], [-0.3, 0.2, -0.1], [0.0, 0.0, -0.1], [0.1, 0.2, -0.1], [0.1, 0.0, 0.0], [-0.1, -0.2, 0.1], [0.2, 0.2, 0.0], [-0.1, 0.1, 0.2], [-0.1, -0.3, -0.2], [0.3, -0.3, -0.1], [-0.1, -0.1, 0.0], [-0.1, 0.2, 0.0]],
  "nbo_charge": [-0.204, -0.447, -0.020, -0.952, -0.854, 0.160, 0.158, 0.203, 0.176, 0.093, 0.108, 0.350, 0.379, 0.511, 0.449, -1.041, 0.518, 0.437, -1.023]
}

=====

{
  "formula": "C3H12NO3",
  "method": "ωB97M-V with the def2-TZVPD basis set",
  "molar_mass_g_mol": 110.133,
  "de_lowest_kcal_mol": 11.8,
  "homo_energy_ev": [-3.439, -7.170],
  "largest_force_ev_per_a": 3.2,
  "s2": 0.753,
  "multiplicity": 2,
  "gap_ev": [3.54, 7.25],
  "symbols": ["O", "C", "C", "C", "N", "H", "H", "H", "H", "H", "H", "H", "H", "H", "H", "O", "H", "H", "O"],
  "coordinates": [[-0.427, 2.139, -0.871], [-0.484, 1.748, 0.323], [-0.572, 0.176, 0.523], [-1.994, -0.297, 0.610], [0.172, -0.320, -0.732], [-0.494, 2.322, 1.245], [0.037, -0.232, 1.336], [-2.556, 0.077, -0.258], [-2.493, 0.225, 1.429], [-2.187, -1.366, 0.703], [1.048, 0.163, -0.970], [-0.373, -0.288, -1.589], [0.344, -1.296, -0.483], [-0.494, -4.000, 0.285], [0.970, -3.827, 0.835], [0.152, -3.345, 0.621], [2.715, 1.922, -0.799], [3.398, 0.810, -0.258], [2.468, 1.069, -0.426]],
  "forces_ev_per_angstrom": [[0.1, 0.8, -1.7], [-0.1, -2.4, 2.1], [1.0, 2.5, -0.6], [-1.0, 0.2, -0.8], [-0.8, -1.7, 0.2], [0.0, 0.4, 0.0], [-0.1, 0.2, 0.2], [0.2, -0.1, -0.1], [0.4, -0.2, 0.2], [0.2, -0.2, 0.1], [-0.1, 0.4, 0.8], [-0.5, 0.3, 0.2], [0.3, -0.2, -0.5], [0.7, 0.5, 0.4], [-0.6, 0.1, -0.2], [-0.1, -0.4, -0.3], [-1.2, 0.6, -0.2], [-0.7, -0.7, 0.3], [2.2, 0.2, 0.0]],
  "lowdin_spin": [0.336, 0.459, 0.062, 0.036, 0.008, 0.049, 0.012, 0.002, 0.006, 0.008, 0.000, 0.001, 0.001, 0.000, 0.000, 0.003, 0.001, 0.000, 0.014]
}